(1)
Entry from OMol25: C2H27HfO12 as an isolated structure at a distorted geometry (the ωB97M-V functional and the def2-TZVPD basis).

The calculation puts the LUMO energy at -15.767 eV. Its relative energy (zero: lowest compared OMol25 entry of this formula, charge and spin) is 0.00 kcal/mol. The HOMO energy comes out at -0.65144 Ha. The calculation puts the gap between HOMO and LUMO at 2.0 eV. Its charge is +3.

Geometry (Å):
Hf 0.9889 -0.8563 -3.4340
O 1.9257 -0.5265 1.1405
O 2.6370 2.9156 0.1451
O -0.7275 -3.8131 1.1522
O -1.6118 2.7172 1.9452
O -0.2138 -1.9930 4.4172
O -3.4173 0.5768 -3.2119
O 0.2622 4.1685 0.7200
O -1.3088 -1.6868 -3.4927
O 2.7267 -1.3228 -1.7176
O 2.1754 1.3373 -2.7412
O 0.0206 -0.1574 -1.3117
O 1.5755 -2.7952 2.6283
C -1.5051 -0.5115 0.5937
C -0.9920 0.4116 -0.5082
H -3.2540 1.1980 -2.5022
H 1.7158 -1.9205 2.2658
H 0.2693 -2.2594 3.6349
H 2.9283 1.4670 -2.1646
H 3.0067 3.7319 -0.1913
H 3.5326 -0.9079 -1.4100
H -1.8498 2.3688 1.0860
H -1.0775 -3.6874 0.2702
H 1.6928 3.0713 0.1681
H 0.4531 -1.6269 4.9981
H 2.2084 2.0761 -3.3489
H -0.0298 5.0554 0.9307
H -2.1202 0.0658 1.2840
H -0.6634 -0.9313 1.1445
H 2.6534 -2.1215 -1.1954
H 1.2561 -0.3402 0.4824
H -0.2567 3.6028 1.2918
H -1.5012 -3.9389 1.7017
H -0.6695 1.3275 -0.0130
H 0.8251 -3.1385 2.1432
H -2.0149 -1.4367 0.3252
H -1.5888 1.9500 2.5172
H 1.9353 0.2502 1.6997
H -4.3424 0.6960 -3.4271
H -1.8907 0.6394 -1.0812
H -1.9359 -1.4706 -2.8026
H -1.8179 -2.1849 -4.1322


(2)
Entry from OMol25: C2H2AlFO2 as an isolated structure at a distorted geometry (the ωB97M-V functional and the def2-TZVPD basis).

The calculation puts the LUMO energy (alpha / beta) at -7.648 / -7.732 eV. Its spin multiplicity is 2. Its relative energy (zero: lowest compared OMol25 entry of this formula, charge and spin) is 16.54 kcal/mol. The HOMO energy (alpha / beta) comes out at -0.54015 / -0.65202 Ha. The calculation puts the gap between HOMO and LUMO (alpha / beta) at 7.0 / 10.0 eV. Its charge is +1.

Geometry (Å):
Al -0.1752 -0.5601 -0.8589
F 0.5982 0.2104 -2.2109
O 1.1235 -0.6450 0.4077
O -1.1876 0.5401 0.1746
C -0.3274 1.0421 0.9866
C 1.0033 0.5102 0.9629
H -0.6092 1.8388 1.6866
H 1.7605 0.8714 1.6707


(3)
Entry from OMol25: C2H2B2F8O7V as an isolated structure at a distorted geometry (the ωB97M-V functional and the def2-TZVPD basis).

The calculation puts the LUMO energy (alpha / beta) at 5.324 / 5.326 eV. Its spin multiplicity is 2. Its relative energy (zero: lowest compared OMol25 entry of this formula, charge and spin) is 0.00 kcal/mol. The HOMO energy (alpha / beta) comes out at -0.12399 / -0.12567 Ha. The calculation puts the gap between HOMO and LUMO (alpha / beta) at 8.7 / 8.7 eV. Its charge is -2.

Geometry (Å):
V -22.5279 5.4003 -16.8027
F -24.2534 3.8274 -13.9406
F -21.6785 5.0908 -18.9740
F -21.0406 4.0293 -17.1138
F -19.4067 4.5823 -18.6649
F -22.1635 4.2195 -14.8369
F -20.8755 2.9109 -19.1285
F -22.8791 5.3542 -12.9310
F -23.7778 5.8128 -15.0216
O -25.8242 3.0777 -17.5234
O -24.2422 1.6628 -18.2014
O -23.6849 3.7019 -17.4094
O -19.3572 8.0815 -15.7821
O -20.4050 6.8478 -14.2521
O -23.4572 6.4210 -17.4854
O -21.0862 6.8270 -16.3891
C -20.3403 7.1787 -15.4285
C -24.4865 2.7650 -17.7428
B -23.2594 4.7949 -14.1368
B -20.7224 4.1443 -18.5283
H -18.8111 8.0655 -14.9890
H -25.8272 3.9712 -17.1611


- The highest charge belongs to which entry?
  C2H27HfO12


Please write out number 1 again, unchanged.
Entry from OMol25: C2H27HfO12 as an isolated structure at a distorted geometry (the ωB97M-V functional and the def2-TZVPD basis).

The calculation puts the LUMO energy at -15.767 eV. Its relative energy (zero: lowest compared OMol25 entry of this formula, charge and spin) is 0.00 kcal/mol. The HOMO energy comes out at -0.65144 Ha. The calculation puts the gap between HOMO and LUMO at 2.0 eV. Its charge is +3.

Geometry (Å):
Hf 0.9889 -0.8563 -3.4340
O 1.9257 -0.5265 1.1405
O 2.6370 2.9156 0.1451
O -0.7275 -3.8131 1.1522
O -1.6118 2.7172 1.9452
O -0.2138 -1.9930 4.4172
O -3.4173 0.5768 -3.2119
O 0.2622 4.1685 0.7200
O -1.3088 -1.6868 -3.4927
O 2.7267 -1.3228 -1.7176
O 2.1754 1.3373 -2.7412
O 0.0206 -0.1574 -1.3117
O 1.5755 -2.7952 2.6283
C -1.5051 -0.5115 0.5937
C -0.9920 0.4116 -0.5082
H -3.2540 1.1980 -2.5022
H 1.7158 -1.9205 2.2658
H 0.2693 -2.2594 3.6349
H 2.9283 1.4670 -2.1646
H 3.0067 3.7319 -0.1913
H 3.5326 -0.9079 -1.4100
H -1.8498 2.3688 1.0860
H -1.0775 -3.6874 0.2702
H 1.6928 3.0713 0.1681
H 0.4531 -1.6269 4.9981
H 2.2084 2.0761 -3.3489
H -0.0298 5.0554 0.9307
H -2.1202 0.0658 1.2840
H -0.6634 -0.9313 1.1445
H 2.6534 -2.1215 -1.1954
H 1.2561 -0.3402 0.4824
H -0.2567 3.6028 1.2918
H -1.5012 -3.9389 1.7017
H -0.6695 1.3275 -0.0130
H 0.8251 -3.1385 2.1432
H -2.0149 -1.4367 0.3252
H -1.5888 1.9500 2.5172
H 1.9353 0.2502 1.6997
H -4.3424 0.6960 -3.4271
H -1.8907 0.6394 -1.0812
H -1.9359 -1.4706 -2.8026
H -1.8179 -2.1849 -4.1322